Entry 1:
This record from the OMol25 dataset describes C12H24FHfO4 as an isolated structure. The level of theory is ωB97M-V/def2-TZVPD.

Last column: Mulliken charge in e.
Cartesian coordinates (Å):
Hf (10.771, 9.729, 25.116)  1.77
F (10.522, 8.258, 26.871)  -0.44
C (7.659, 6.824, 25.661)  -0.70
C (8.050, 7.550, 24.369)  0.64
O (8.863, 8.425, 24.409)  -0.40
C (7.378, 7.151, 23.115)  -1.12
H (8.181, 7.366, 26.449)  -0.01
H (8.016, 5.797, 25.580)  0.39
H (6.584, 6.859, 25.834)  0.37
H (6.745, 6.279, 23.284)  0.36
H (8.162, 6.954, 22.384)  0.36
H (6.735, 7.976, 22.809)  0.34
C (12.167, 7.408, 30.019)  -0.90
C (11.949, 8.892, 30.374)  0.66
O (11.424, 9.221, 31.437)  -0.54
C (12.585, 9.834, 29.375)  -0.44
H (13.198, 7.162, 30.271)  0.32
H (12.036, 7.168, 28.964)  0.08
H (11.451, 6.795, 30.569)  0.36
H (12.307, 9.508, 28.372)  -0.31
H (13.670, 9.853, 29.474)  0.42
H (12.058, 10.789, 29.371)  0.37
C (14.113, 7.249, 26.988)  -1.16
C (14.087, 8.624, 26.387)  0.84
O (13.067, 9.222, 26.023)  -0.60
C (15.448, 9.344, 26.287)  -1.15
H (14.501, 6.583, 26.218)  0.46
H (13.127, 6.797, 27.092)  0.25
H (14.690, 7.151, 27.908)  0.40
H (16.021, 8.820, 25.523)  0.38
H (15.929, 9.141, 27.244)  0.38
H (15.409, 10.424, 26.149)  0.36
C (6.627, 11.674, 27.137)  -1.21
C (7.791, 10.680, 27.169)  0.62
O (8.458, 10.392, 26.151)  -0.31
C (8.202, 10.056, 28.479)  -0.44
H (6.799, 12.448, 27.885)  0.37
H (5.643, 11.252, 27.338)  0.33
H (6.558, 12.205, 26.187)  0.34
H (7.947, 10.554, 29.414)  0.40
H (9.282, 9.918, 28.426)  -0.13
H (7.758, 9.065, 28.575)  0.29

As for the total charge: +2. The total energy comes out at -25029.300 eV. The calculation puts the HOMO-LUMO gap (spin up / spin down) at 4.916 / 4.439 eV. The value obtained for the HOMO energy (spin up / spin down) is -14.175 / -14.174 eV. Its multiplicity is 2. Its expectation value of S² is 0.751. Its LUMO energy (spin up / spin down) is -9.3 / -9.7 eV.



Entry 2:
This record from the OMol25 dataset describes a 2-piece molecular cluster, C2ClF2O2 overall. The level of theory is ωB97M-V/def2-TZVPD.

Last column: Mulliken charge in e.
Cartesian coordinates (Å):
C (2.206, 0.302, -0.189)  0.75
C (-2.105, 0.279, 0.303)  -0.30
O (2.213, -0.064, -1.296)  -0.40
O (2.158, 0.756, 0.875)  -0.38
F (-3.214, -0.593, 0.039)  -0.20
F (-1.976, 1.131, -0.780)  -0.16
Cl (-0.555, -0.736, -0.096)  -0.32

As for the total charge: -1. The total energy comes out at -24127.054 eV. The calculation puts the HOMO-LUMO gap at 6.299 eV. The value obtained for the energy above the lowest of the compared OMol25 structures with the same formula, charge and spin is 1.0657 eV. The value obtained for the HOMO energy is -2.923 eV. Its LUMO energy is 3.4 eV.



Entry 3:
This record from the OMol25 dataset describes a 5-piece molecular cluster, C32H55BrN6O7S overall. The level of theory is ωB97M-V/def2-TZVPD.

Last column: Mulliken charge in e.
Cartesian coordinates (Å):
C (-0.908, 3.848, 2.356)  -0.98
C (-1.464, 2.747, 1.288)  0.15
C (-1.610, 1.347, 2.081)  0.06
C (-2.158, 0.214, 1.089)  -0.67
C (-2.543, -1.133, 1.910)  -0.44
C (-1.190, -1.992, 1.990)  0.11
C (-0.335, -1.971, 3.134)  0.06
Br (-0.720, -0.883, 4.748)  -0.14
C (0.966, -2.913, 3.010)  0.11
O (1.465, -3.506, 3.986)  -0.59
C (1.566, -3.034, 1.531)  0.57
C (3.140, -3.130, 1.284)  -0.51
C (3.834, -1.688, 1.235)  -0.89
C (3.088, -0.614, 0.303)  1.56
C (3.323, -0.823, -1.271)  -0.60
C (3.248, 0.511, -2.146)  -0.42
C (4.253, 1.677, -1.690)  -0.64
C (3.360, 2.805, -0.946)  -0.25
S (4.132, 3.497, 0.593)  -0.21
C (3.479, 2.640, 2.075)  0.21
N (2.064, 2.370, 2.195)  0.16
N (1.831, 1.692, 3.357)  -0.25
C (3.105, 1.522, 4.009)  -0.16
O (4.129, 2.112, 3.204)  -0.27
C (0.731, -3.020, 0.375)  -0.15
C (-0.840, -2.873, 0.685)  0.06
O (-1.703, -3.410, -0.041)  -0.59
H (-0.625, 3.381, 3.355)  0.26
H (-1.700, 4.655, 2.507)  0.35
H (0.027, 4.306, 1.888)  0.16
H (-0.710, 2.675, 0.426)  0.11
H (-2.484, 3.093, 0.919)  0.08
H (-0.568, 1.059, 2.476)  -0.28
H (-2.349, 1.419, 2.961)  0.21
H (-3.003, 0.566, 0.407)  0.39
H (-1.282, -0.092, 0.401)  0.33
H (-3.345, -1.722, 1.350)  0.34
H (-2.922, -0.928, 2.960)  0.23
H (3.392, -3.803, 0.390)  -0.02
H (3.569, -3.668, 2.212)  0.38
H (3.791, -1.271, 2.312)  0.16
H (4.940, -1.735, 0.951)  0.43
H (1.953, -0.549, 0.502)  -0.39
H (3.507, 0.411, 0.587)  -0.62
H (2.463, -1.500, -1.641)  0.02
H (4.279, -1.434, -1.412)  0.26
H (2.197, 0.949, -2.255)  0.35
H (3.561, 0.213, -3.214)  0.25
H (4.966, 1.232, -0.921)  0.40
H (4.822, 2.092, -2.600)  0.33
H (2.328, 2.410, -0.665)  -0.02
H (3.234, 3.669, -1.682)  0.35
H (3.250, 0.963, 4.999)  0.34
H (1.157, -3.076, -0.677)  0.36
C (-7.554, -1.504, 3.849)  -0.96
N (-6.280, -0.975, 3.411)  -0.15
C (-5.981, -0.388, 2.219)  0.82
C (-7.086, -0.255, 1.206)  -1.57
O (-4.845, 0.012, 2.000)  -0.47
H (-7.853, -0.974, 4.756)  0.31
H (-7.424, -2.564, 4.081)  0.30
H (-8.330, -1.393, 3.095)  0.36
H (-5.492, -1.030, 4.040)  0.22
H (-6.700, 0.230, 0.309)  0.25
H (-7.462, -1.242, 0.930)  0.48
H (-7.892, 0.359, 1.612)  0.44
C (2.868, 2.306, -8.221)  -0.85
N (2.562, 1.646, -6.970)  -0.18
C (2.774, 2.104, -5.705)  0.77
C (3.404, 3.462, -5.548)  -1.09
O (2.456, 1.417, -4.743)  -0.62
H (1.941, 2.421, -8.785)  0.28
H (3.555, 1.672, -8.785)  0.28
H (3.322, 3.284, -8.072)  0.33
H (2.137, 0.730, -6.999)  0.24
H (3.511, 3.692, -4.487)  0.05
H (4.396, 3.470, -6.005)  0.36
H (2.770, 4.224, -6.005)  0.40
C (-6.274, 3.578, 0.604)  -0.77
N (-7.582, 3.429, 0.003)  -0.10
C (-8.675, 4.229, 0.159)  0.75
C (-8.542, 5.426, 1.062)  -1.18
O (-9.717, 3.963, -0.424)  -0.66
H (-5.539, 3.667, -0.198)  0.26
H (-6.062, 2.680, 1.189)  0.17
H (-6.210, 4.451, 1.251)  0.33
H (-7.742, 2.646, -0.615)  0.21
H (-9.489, 5.966, 1.088)  0.29
H (-8.299, 5.105, 2.077)  0.33
H (-7.771, 6.099, 0.682)  0.34
C (7.224, -7.479, -1.009)  -0.84
N (6.663, -6.149, -1.108)  -0.16
C (5.366, -5.799, -1.333)  0.78
C (4.362, -6.907, -1.506)  -1.33
O (5.051, -4.618, -1.389)  -0.61
H (7.687, -7.585, -0.025)  0.28
H (7.991, -7.587, -1.778)  0.29
H (6.473, -8.255, -1.138)  0.33
H (7.280, -5.356, -1.002)  0.24
H (3.375, -6.478, -1.678)  0.26
H (4.627, -7.521, -2.369)  0.41
H (4.320, -7.519, -0.603)  0.37

The total energy comes out at -138220.659 eV. The calculation puts the HOMO-LUMO gap at 8.014 eV. The value obtained for the HOMO energy is -8.546 eV. The SMILES is CCCCCC1=C(Br)C(=O)C(CCCCCCCSc2nnco2)=CC1=O.CNC(C)=O.CNC(C)=O.CNC(C)=O.CNC(C)=O. Its LUMO energy is -0.5 eV.